Density functional theory data (wB97M-V/def2-TZVPD) for a 14-piece molecular cluster, C5H39NO14S overall in a non-equilibrium geometry.

Positions of all 60 atoms, in Å:
C: 3.37 0.02 -0.92
N: 1.89 0.55 -0.99
C: 0.98 -0.43 -1.65
C: 0.92 -0.27 -3.26
S: -0.11 1.15 -3.76
C: 1.38 -1.91 -1.37
O: 0.87 -2.21 -0.05
C: 4.21 1.29 -0.72
H: 3.62 -0.60 -1.73
H: 3.46 -0.52 -0.02
H: 1.58 1.48 -1.10
H: -0.10 -0.15 -1.12
H: 1.90 0.21 -3.54
H: 0.57 -1.14 -3.79
H: -1.15 0.92 -3.05
H: 2.44 -1.95 -1.40
H: 0.97 -2.57 -2.02
H: 0.77 -1.45 0.54
H: 4.64 1.53 -1.67
H: 3.51 2.05 -0.43
H: 4.90 1.34 0.02
H: -4.15 -1.52 1.37
H: -2.69 -1.13 1.30
O: -3.60 -0.80 1.45
H: 1.50 0.55 1.10
H: 0.64 1.97 1.23
O: 1.00 1.16 1.65
H: -1.76 -3.69 -0.41
H: -0.41 -3.37 -0.11
O: -1.06 -3.91 0.24
H: -3.21 0.33 3.45
H: -3.15 -0.40 4.62
O: -3.08 0.53 4.37
H: -1.46 -1.55 -1.68
H: -2.95 -2.15 -2.09
O: -1.98 -2.29 -1.96
H: -1.02 -1.60 5.24
H: 0.22 -2.07 4.46
O: -0.53 -2.34 5.08
H: -0.41 2.98 0.64
H: -1.39 2.62 -0.51
O: -0.61 3.25 -0.28
H: 0.84 4.68 -1.80
H: 0.73 4.23 -3.25
O: 1.34 4.39 -2.55
H: -2.05 -3.47 1.67
H: -1.88 -3.24 3.19
O: -2.32 -2.88 2.32
H: 3.31 2.79 -3.98
H: 2.26 2.85 -2.87
O: 2.95 2.30 -3.27
H: -0.11 -0.29 2.60
H: -1.17 -1.59 2.50
O: -0.20 -1.24 2.62
H: -3.30 -0.47 -0.25
H: -3.89 0.55 -1.28
O: -3.16 0.05 -1.00
H: -1.06 1.72 2.90
H: -1.32 3.24 2.97
O: -1.47 2.48 2.37

E_LUMO = 0.022 eV
HOMO-LUMO gap = 8.86 eV
E_HOMO = -8.83 eV
Multiplicity = 1

Density functional theory data (wB97M-V/def2-TZVPD) for a 16-piece molecular cluster, C5H39NO15 overall in a non-equilibrium geometry.

Positions of all 60 atoms, in Å:
N: -0.80 -0.28 -1.28
C: -0.46 -0.91 -0.05
C: -0.01 -2.16 -0.03
C: -1.23 2.20 2.14
C: -0.67 1.28 1.15
C: -0.68 -0.08 1.11
H: -1.59 0.33 -1.11
H: -0.87 -0.79 -2.13
H: 0.03 -2.81 -0.91
H: 0.53 -2.73 0.81
H: -1.58 1.68 3.01
H: -1.91 2.87 1.54
H: -0.59 2.92 2.57
H: -0.12 1.80 0.36
H: -0.82 -0.69 2.00
H: 0.93 -1.08 3.07
H: 2.36 -0.57 2.87
O: 1.69 -0.73 3.54
H: -3.39 -1.68 -2.05
H: -3.32 -2.16 -3.52
O: -2.83 -2.03 -2.72
H: 5.11 -0.22 1.55
H: 4.19 -1.18 0.84
O: 4.69 -1.11 1.66
H: -1.14 3.96 -2.52
H: -0.83 3.37 -1.11
O: -1.52 3.41 -1.84
H: 2.00 2.85 4.33
H: 1.44 1.40 4.34
O: 1.26 2.30 4.63
H: -2.60 1.25 -3.01
H: -2.68 2.25 -1.86
O: -3.20 1.47 -2.25
H: 1.15 -4.92 1.68
H: 2.21 -3.76 2.02
O: 2.07 -4.54 1.48
H: 3.51 2.62 -0.31
H: 4.67 2.49 -1.26
O: 3.91 3.06 -1.08
H: -0.15 1.89 -2.86
H: 0.96 1.33 -3.67
O: 0.49 2.15 -3.53
H: 2.78 -0.06 -1.19
H: 1.98 -0.63 -0.03
O: 2.84 -0.29 -0.24
H: 2.00 -0.93 -3.56
H: 1.22 -0.97 -2.22
O: 1.91 -0.51 -2.72
H: -2.63 -2.79 -0.29
H: -3.68 -2.25 0.77
O: -3.08 -2.96 0.53
H: -5.54 -0.33 -0.93
H: -3.90 0.27 -1.07
O: -4.60 -0.47 -0.92
H: -1.15 -3.78 3.45
H: -1.55 -3.30 2.01
O: -0.90 -3.18 2.74
H: 1.31 1.85 -1.01
H: 1.64 3.08 -1.83
O: 1.18 2.79 -1.03

E_LUMO = -0.163 eV
HOMO-LUMO gap = 8.50 eV
E_HOMO = -8.66 eV
Multiplicity = 1

Density functional theory data (wB97M-V/def2-TZVPD) for C5H3Br2N3P as an isolated structure in a non-equilibrium geometry.

Positions of all 14 atoms, in Å:
C: 1.83 -1.18 2.39
C: 1.62 -1.54 -0.18
C: -0.38 -2.39 1.32
C: -0.81 2.38 -1.49
C: -1.35 1.19 -0.86
N: 2.58 -1.12 3.27
N: 2.28 -1.85 -1.07
N: -1.24 -3.16 1.42
P: 0.61 -0.94 1.20
Br: -2.25 1.27 0.65
Br: -1.12 -0.50 -1.74
H: -1.26 3.28 -1.13
H: -0.74 2.24 -2.64
H: 0.24 2.33 -1.13

E_LUMO = -7.428 eV
HOMO-LUMO gap = 7.49 eV
E_HOMO = -14.92 eV
Net charge = +1
Multiplicity = 1

Density functional theory data (wB97M-V/def2-TZVPD) for a 2-piece molecular cluster, C5H3BrF4N2 overall in a non-equilibrium geometry.

Positions of all 15 atoms, in Å:
C: -0.99 0.79 -2.03
C: 0.36 1.14 -2.15
C: -0.08 0.29 -0.20
C: 0.33 -0.15 1.11
C: -0.48 -1.18 1.95
N: -1.21 0.22 -0.89
N: 0.94 0.90 -0.95
F: 1.80 -1.70 0.56
F: 1.22 0.48 1.83
F: 0.30 -1.71 2.90
F: -0.96 -2.19 1.26
Br: -2.06 -0.26 2.87
H: -1.92 0.99 -2.66
H: 0.86 1.68 -2.98
H: 1.88 0.70 -0.62

E_LUMO (spin up / spin down) = -2.195 / -2.195 eV
HOMO-LUMO gap (spin up / spin down) = 7.76 / 7.76 eV
E_HOMO (spin up / spin down) = -9.95 / -9.95 eV
Multiplicity = 1

Density functional theory data (wB97M-V/def2-TZVPD) for a single C5H3Cl3 molecule in a non-equilibrium geometry.

Positions of all 11 atoms, in Å:
Cl: -0.58 2.76 0.93
C: -0.18 1.16 0.43
C: -1.05 0.32 -0.15
Cl: -2.66 0.62 -0.59
C: -0.35 -0.97 -0.44
Cl: -0.33 -1.45 -2.17
C: 1.04 -0.72 0.12
C: 1.09 0.51 0.69
H: -0.81 -1.79 0.09
H: 1.83 -1.44 0.03
H: 2.00 0.99 1.05

E_LUMO = -0.064 eV
HOMO-LUMO gap = 8.86 eV
SMILES = ClC1=C(Cl)[C@@H](Cl)C=C1
E_HOMO = -8.93 eV
Multiplicity = 1

What relative energy (zero: lowest compared OMol25 entry of this formula, charge and spin) values result from the calculations? In sequence: 106.8 111.3 0.0 25.0 2.5 kcal/mol.
What energy values result from the calculations? In sequence: -46805.708 -38019.836 -159065.760 -89123.007 -42800.037 eV.